# 1
Density functional theory data (wB97M-V/def2-TZVPD) for one molecule with the formula C2H3ClN2 in a non-equilibrium geometry.

Cartesian coordinates (Å):
C  -1.001  1.021  0.183
C  0.870  -0.333  -0.110
N  -1.215  2.082  0.509
N  -0.544  -0.158  -0.415
Cl  -1.581  -1.579  -0.133
H  0.895  -0.708  0.892
H  1.459  -1.024  -0.744
H  1.116  0.699  -0.182

Atoms 1-2, force components in eV/Å:
0.86 -4.19 -1.91
-0.49 -0.94 0.13

The SMILES is CN(Cl)C#N. As for the energy: -17622.7844 eV. The value obtained for the HOMO-LUMO gap is 10.102 eV. The calculation puts the LUMO energy at -0.1 eV. The relative energy (zero: lowest compared OMol25 entry of this formula, charge and spin) comes out at 2.6244 eV.

Mulliken atomic charge list, values in e, 6 entries: 0.39, -0.70, -0.36, -0.13, -0.07, 0.30

***

# 2
Density functional theory data (wB97M-V/def2-TZVPD) for a 2-piece molecular cluster, C36H48N3OSi overall in a non-equilibrium geometry.

Cartesian coordinates (Å):
C  4.828  -3.297  -2.040
N  3.567  -3.979  -2.068
C  3.651  -5.396  -2.320
C  2.412  -6.098  -1.820
C  1.177  -5.407  -2.346
N  1.237  -3.989  -2.093
C  -0.030  -3.318  -2.085
C  2.401  -3.271  -2.204
C  2.400  -1.884  -2.359
H  4.755  -2.371  -1.459
H  5.569  -3.943  -1.552
H  5.200  -3.047  -3.048
H  3.768  -5.575  -3.404
H  4.548  -5.773  -1.813
H  2.420  -7.137  -2.148
H  2.401  -6.090  -0.725
H  1.085  -5.587  -3.432
H  0.276  -5.798  -1.859
H  0.029  -2.376  -1.528
H  -0.399  -3.093  -3.101
H  -0.775  -3.948  -1.580
H  1.464  -1.370  -2.548
H  3.346  -1.376  -2.511
C  -5.294  2.638  -1.893
Si  -4.379  3.300  -0.422
C  -4.966  5.040  -0.076
C  -4.764  2.250  1.072
O  -2.724  3.301  -0.766
C  -1.710  2.541  -0.120
C  -1.524  3.073  1.320
C  -2.033  4.325  1.664
C  -1.987  4.758  2.994
C  -1.334  3.993  3.959
C  -0.725  2.793  3.591
C  -0.797  2.347  2.266
C  -2.065  1.056  -0.266
C  -2.325  0.236  0.832
C  -2.674  -1.102  0.624
C  -2.827  -1.600  -0.665
C  -2.616  -0.761  -1.762
C  -2.256  0.575  -1.566
C  -0.364  2.794  -0.874
C  0.087  4.264  -0.836
C  1.175  4.357  0.230
C  1.735  2.938  0.392
N  0.757  2.068  -0.251
C  0.846  0.731  -0.158
C  1.842  0.059  0.566
C  1.720  -1.288  0.888
C  2.622  -2.020  1.737
C  2.280  -3.314  2.222
C  3.135  -4.012  3.068
C  4.368  -3.460  3.448
C  4.731  -2.194  2.969
C  3.880  -1.484  2.125
H  -6.363  2.570  -1.638
H  -5.185  3.310  -2.755
H  -4.942  1.640  -2.181
H  -6.054  4.990  0.095
H  -4.512  5.496  0.814
H  -4.784  5.699  -0.937
H  -5.795  2.481  1.384
H  -4.710  1.178  0.834
H  -4.094  2.456  1.921
H  -2.509  4.956  0.910
H  -2.474  5.699  3.251
H  -1.301  4.331  4.997
H  -0.198  2.181  4.324
H  -0.302  1.420  1.970
H  -2.302  0.643  1.843
H  -2.843  -1.737  1.495
H  -3.127  -2.640  -0.821
H  -2.753  -1.127  -2.780
H  -2.137  1.252  -2.419
H  -0.473  2.454  -1.916
H  0.515  4.485  -1.820
H  -0.750  4.948  -0.684
H  1.966  5.059  -0.044
H  0.747  4.690  1.184
H  2.719  2.840  -0.095
H  1.873  2.684  1.456
H  0.069  0.134  -0.650
H  2.727  0.625  0.884
H  0.791  -1.795  0.602
H  1.315  -3.740  1.932
H  2.845  -4.995  3.446
H  5.036  -4.008  4.113
H  5.687  -1.755  3.260
H  4.174  -0.500  1.754

Atoms 1-2, force components in eV/Å:
0.44 0.35 -0.08
0.19 -0.06 0.55

As for the energy: -52501.8901 eV. The value obtained for the HOMO-LUMO gap is 5.229 eV. The calculation puts the LUMO energy at -4.1 eV. As for the charge: +1.

Mulliken atomic charge list, values in e, 6 entries: -1.21, 0.29, -0.63, -0.66, -0.65, 0.43

***

# 3
Density functional theory data (wB97M-V/def2-TZVPD) for CH5NS as an isolated structure in a non-equilibrium geometry.

Cartesian coordinates (Å):
C  1.075  -0.717  -0.181
N  -1.414  0.468  0.447
S  0.414  0.873  -0.751
H  1.758  -0.387  0.696
H  1.643  -1.027  -1.077
H  0.094  -1.167  0.152
H  -1.489  1.319  0.939
H  -2.081  0.638  -0.224

Atoms 1-2, force components in eV/Å:
0.41 1.94 1.16
4.51 -0.41 -0.73

As for the energy: -13441.0291 eV. The value obtained for the HOMO-LUMO gap (spin up / spin down) is 8.514 / 8.513 eV. The calculation puts the LUMO energy (spin up / spin down) at -0.4 / -0.4 eV. The relative energy (zero: lowest compared OMol25 entry of this formula, charge and spin) comes out at 1.6647 eV.

Mulliken atomic charge list, values in e, 6 entries: -0.63, -0.62, -0.01, 0.21, 0.27, 0.29

***

# 4
Density functional theory data (wB97M-V/def2-TZVPD) for an isolated ion of composition C2H7N4 and charge +1 in a non-equilibrium geometry.

Cartesian coordinates (Å):
C  0.104  0.992  0.042
C  -0.195  -1.477  0.087
N  0.095  0.876  -2.524
N  0.103  -0.258  -2.100
N  0.040  -0.209  -0.513
N  0.010  1.252  1.341
H  -0.129  1.788  -0.703
H  -0.481  -2.244  -0.815
H  0.749  -1.915  0.647
H  -0.911  -1.269  0.866
H  0.255  0.833  -3.518
H  0.319  2.151  1.489
H  0.366  0.533  1.991

Atoms 1-2, force components in eV/Å:
-1.79 -0.88 -2.02
1.79 -2.95 -0.47

As for the energy: -8135.2720 eV. As for the spin multiplicity: 3. The value obtained for the HOMO-LUMO gap (spin up / spin down) is 8.291 / 7.525 eV. The calculation puts the LUMO energy (spin up / spin down) at -3.9 / -7.8 eV. As for the expectation value of S²: 2.010. The relative energy (zero: lowest compared OMol25 entry of this formula, charge and spin) comes out at 2.0859 eV. As for the charge: +1.

Mulliken atomic charge list, values in e, 6 entries: 0.12, -0.86, -0.40, -0.06, 0.28, -0.35

***

# 5
Density functional theory data (wB97M-V/def2-TZVPD) for a 8-piece molecular cluster, C4H24N2O8 overall in a non-equilibrium geometry.

Cartesian coordinates (Å):
C  1.470  0.161  -1.590
C  1.544  0.831  -0.144
C  0.437  0.473  0.852
C  -0.832  1.256  0.839
N  -0.954  2.501  1.315
O  -1.811  0.689  0.359
N  2.780  0.487  0.483
H  2.494  0.043  -1.946
H  0.983  0.938  -2.182
H  0.924  -0.762  -1.768
H  1.668  1.892  -0.395
H  0.269  -0.572  0.676
H  0.878  0.641  1.837
H  -1.904  2.818  1.439
H  -0.207  3.053  1.713
H  3.500  0.719  -0.204
H  2.919  -0.488  0.820
H  -2.864  -0.026  -2.698
H  -2.030  -0.040  -1.363
O  -2.533  -0.596  -1.977
H  2.726  2.529  2.008
H  2.055  3.712  2.652
O  2.343  3.397  1.787
H  2.680  -3.695  0.716
H  1.519  -3.043  0.071
O  2.235  -2.834  0.682
H  -2.154  -0.597  1.635
H  -1.594  -1.920  1.991
O  -1.911  -1.114  2.434
H  -1.097  3.976  -2.161
H  -1.397  2.809  -1.196
O  -1.099  3.015  -2.084
H  0.566  -3.915  -2.442
H  -0.093  -3.146  -1.366
O  0.694  -3.732  -1.510
H  -2.672  -3.553  -0.643
H  -2.283  -2.404  -1.613
O  -1.920  -3.158  -1.089

Atoms 1-2, force components in eV/Å:
0.47 0.70 -0.54
-0.50 0.56 1.11

As for the energy: -23889.7003 eV. As for the spin multiplicity: 2. The value obtained for the HOMO-LUMO gap (spin up / spin down) is 10.598 / 5.039 eV. The calculation puts the LUMO energy (spin up / spin down) at -3.0 / -8.6 eV. As for the expectation value of S²: 0.754. The relative energy (zero: lowest compared OMol25 entry of this formula, charge and spin) comes out at 0.0000 eV. As for the charge: +1.

Mulliken atomic charge list, values in e, 6 entries: -1.13, 0.45, -0.10, -0.01, -0.28, -0.84

***

# 6
Density functional theory data (wB97M-V/def2-TZVPD) for CH7BInO2 as an isolated structure in a non-equilibrium geometry.

Cartesian coordinates (Å):
O  0.273  1.317  -1.584
B  -0.225  -0.068  -1.437
O  -0.882  -0.858  -2.533
C  -0.135  -0.872  0.032
In  0.760  0.367  1.702
H  -0.227  1.832  -0.864
H  -1.799  -1.039  -2.163
H  0.477  -1.853  -0.198
H  -1.271  -1.104  0.309
H  2.125  1.449  1.174
H  1.371  -0.659  3.090
H  -0.465  1.488  2.471

Atoms 1-2, force components in eV/Å:
-2.65 -1.80 0.67
-0.25 -0.45 0.97

As for the energy: -11095.8491 eV. The value obtained for the HOMO-LUMO gap is 7.749 eV. The calculation puts the LUMO energy at 3.1 eV. The relative energy (zero: lowest compared OMol25 entry of this formula, charge and spin) comes out at 1.5770 eV. As for the charge: -1.

Mulliken atomic charge list, values in e, 6 entries: -0.55, 0.64, -0.59, -0.77, 0.25, 0.29

***

# 7
Density functional theory data (wB97M-V/def2-TZVPD) for a 2-piece molecular cluster, C6H12O overall in a non-equilibrium geometry.

Cartesian coordinates (Å):
C  -1.920  -1.183  0.586
C  -1.334  -0.652  -0.724
C  -0.086  0.165  -0.543
C  0.988  -0.396  0.065
C  2.278  0.226  0.273
C  -0.024  1.522  -1.079
O  0.972  2.230  -1.146
H  -2.794  -1.812  0.387
H  -1.192  -1.792  1.136
H  -2.222  -0.362  1.244
H  -1.116  -1.496  -1.390
H  -2.083  -0.039  -1.237
H  0.147  1.161  1.459
H  2.205  -0.342  -0.803
H  0.973  -1.439  0.375
H  2.975  -0.211  1.000
H  0.834  1.214  1.744
H  2.385  1.300  0.129
H  -0.988  1.906  -1.473

Atoms 1-2, force components in eV/Å:
-0.07 -0.03 0.05
-0.20 -0.11 -0.17

The SMILES is C/C=C(\C=O)CC.[H][H]. As for the energy: -8460.6332 eV. The value obtained for the HOMO-LUMO gap is 9.209 eV. The calculation puts the LUMO energy at 0.5 eV. The relative energy (zero: lowest compared OMol25 entry of this formula, charge and spin) comes out at 3.7208 eV.

Mulliken atomic charge list, values in e, 6 entries: -1.13, -0.66, 0.33, -0.03, -1.04, -0.18

***

# 8
Density functional theory data (wB97M-V/def2-TZVPD) for a 6-piece molecular cluster, CH16N2O5 overall in a non-equilibrium geometry.

Cartesian coordinates (Å):
N  -0.620  2.767  -0.714
C  -0.527  1.570  0.095
N  -1.305  0.419  -0.332
H  0.042  2.814  -1.476
H  -1.541  2.944  -1.079
H  0.499  1.316  0.338
H  -1.003  1.860  1.035
H  -2.277  0.669  -0.219
H  -1.032  0.141  -1.266
H  -0.587  -0.839  2.206
H  0.302  -1.402  1.108
O  0.080  -1.516  2.047
H  1.095  -0.777  -2.587
H  0.584  0.657  -2.653
O  1.280  0.083  -2.989
H  2.259  -1.701  -0.035
H  1.564  -0.491  -0.555
O  1.409  -1.433  -0.411
H  -3.227  -2.023  -0.548
H  -1.804  -1.683  -0.100
O  -2.314  -2.311  -0.638
H  1.654  -0.523  2.626
H  3.105  -0.565  3.152
O  2.364  0.025  2.995

Atoms 1-2, force components in eV/Å:
0.92 0.11 -0.41
-1.30 0.71 0.79

The SMILES is NCN.O.O.O.O.O. As for the energy: -14514.2940 eV. The value obtained for the HOMO-LUMO gap is 10.009 eV. The calculation puts the LUMO energy at 0.2 eV. The relative energy (zero: lowest compared OMol25 entry of this formula, charge and spin) comes out at 0.9142 eV.

Mulliken atomic charge list, values in e, 6 entries: -0.58, -0.67, -0.40, 0.23, 0.25, 0.32